(1)
Density functional theory data (ωB97M-V with the def2-TZVPD basis set) for one molecule with the formula C6H12N2.

Positions of all 20 atoms, in Å:
C: -0.561 1.993 1.534
N: -0.340 0.643 1.096
C: 0.265 0.375 -0.029
C: 1.063 1.391 -0.807
C: 0.119 -0.961 -0.502
C: 0.909 -1.512 -1.656
C: -0.569 -1.815 0.345
N: -1.761 -1.552 0.926
H: -1.093 1.974 2.486
H: 0.370 2.554 1.683
H: -1.178 2.561 0.822
H: 1.527 2.114 -0.138
H: 1.850 0.917 -1.386
H: 0.409 1.937 -1.490
H: 0.532 -1.139 -2.609
H: 1.971 -1.267 -1.596
H: 0.863 -2.603 -1.670
H: -0.345 -2.880 0.304
H: -2.116 -2.177 1.630
H: -1.917 -0.554 1.058

Values from the calculation:
calculated total energy = -9395.314 eV
energy relative to the best compared isomer or geometry (same formula, charge and spin) = 35.4 kcal per mole
SMILES = C/N=C(C)/C(C)=C\N
LUMO = 1.0308 eV
2S+1 = 1
HOMO energy = -7.069 eV
largest force on an atom = 2.47 eV Å⁻¹

(2)
Density functional theory data (ωB97M-V with the def2-TZVPD basis set) for C6H12N2 as an isolated structure.

Positions of all 20 atoms, in Å:
C: -0.304 -0.605 -0.212
C: 1.059 -0.849 -0.888
C: 2.009 0.051 -0.021
C: 1.062 1.194 0.483
C: -0.224 0.883 -0.206
C: -1.762 -0.282 -0.624
H: 0.211 -2.031 1.220
H: -1.211 -1.319 1.507
H: 1.096 -0.494 -1.913
H: 1.269 -1.946 -0.915
H: 2.877 0.457 -0.620
H: 2.418 -0.508 0.800
H: 0.995 1.201 1.594
H: 1.441 2.179 0.197
H: -0.151 1.322 -1.274
H: -1.958 0.916 1.077
H: -2.552 -0.960 -0.337
H: -1.949 -0.114 -1.674
N: -0.288 -1.127 1.179
N: -1.645 0.977 0.127

Values from the calculation:
calculated total energy = -9394.371 eV
energy relative to the best compared isomer or geometry (same formula, charge and spin) = 57.2 kcal per mole
LUMO = 1.0675 eV
2S+1 = 1
HOMO energy = -8.496 eV
largest force on an atom = 2.11 eV Å⁻¹

(3)
Density functional theory data (ωB97M-V with the def2-TZVPD basis set) for a 2-piece molecular cluster, C6H12N2 overall.

Positions of all 20 atoms, in Å:
C: -1.563 -2.001 0.823
C: -1.248 -1.103 -0.311
C: -1.734 0.138 -0.573
N: -1.148 0.546 -1.749
C: -0.404 -0.512 -2.173
N: -0.448 -1.522 -1.357
H: -1.157 -1.675 1.784
H: -1.210 -3.017 0.671
H: -2.634 -2.023 1.039
H: -2.409 0.682 0.067
H: -1.522 1.213 -2.402
H: 0.064 -0.490 -3.147
C: 1.604 0.637 0.525
C: 2.247 1.795 1.293
H: 0.545 0.789 0.341
H: 2.046 0.556 -0.468
H: 1.733 -0.297 1.068
H: 1.705 2.730 1.178
H: 2.242 1.599 2.365
H: 3.291 1.956 1.026

Values from the calculation:
calculated total energy = -9396.619 eV
energy relative to the best compared isomer or geometry (same formula, charge and spin) = 5.3 kcal per mole
SMILES = Cc1c[nH]cn1.CC
LUMO = 0.8848 eV
2S+1 = 1
HOMO energy = -8.631 eV
largest force on an atom = 1.12 eV Å⁻¹

(4)
Density functional theory data (ωB97M-V with the def2-TZVPD basis set) for a 2-piece molecular cluster, C6H12N2 overall.

Positions of all 20 atoms, in Å:
C: -1.559 1.492 0.171
C: 1.759 0.694 -0.782
C: 2.445 -1.345 0.470
C: -2.566 -0.704 0.555
C: 2.187 0.057 0.279
C: -1.783 0.267 -0.333
N: -1.691 2.650 0.571
N: -1.287 -0.194 -1.591
H: 1.541 1.732 -0.856
H: 1.290 0.178 -1.633
H: -1.058 2.917 1.269
H: 3.388 -1.611 0.961
H: 1.530 -1.708 1.057
H: 2.447 -1.829 -0.559
H: -2.862 0.028 1.259
H: -3.388 -1.175 0.174
H: -1.881 -1.284 1.188
H: 2.808 0.673 0.943
H: -0.896 -1.140 -1.378
H: -0.423 0.302 -1.766

Values from the calculation:
calculated total energy = -9390.160 eV
energy relative to the best compared isomer or geometry (same formula, charge and spin) = 36.0 kcal per mole
LUMO (spin up / spin down) = 0.8086 / -1.1202 eV
2S+1 = 3
HOMO energy (spin up / spin down) = -4.651 / -9.936 eV
largest force on an atom = 3.82 eV Å⁻¹

(5)
Density functional theory data (ωB97M-V with the def2-TZVPD basis set) for an isolated ion of composition C6H12N2 and charge +2.

Positions of all 20 atoms, in Å:
C: 3.091 0.120 -0.238
C: 1.825 0.199 0.484
N: 0.913 -0.654 0.428
C: -0.033 -1.454 0.347
C: -1.194 -1.236 -0.574
C: -2.226 -0.310 0.095
C: -1.882 1.095 0.268
N: -0.814 1.679 -0.148
H: 3.872 -0.135 0.493
H: 3.094 -0.632 -1.023
H: 3.387 1.099 -0.626
H: 1.706 1.019 1.197
H: -0.037 -2.326 0.998
H: -1.672 -2.197 -0.777
H: -0.864 -0.818 -1.531
H: -2.544 -0.715 1.067
H: -3.165 -0.334 -0.480
H: -2.605 1.696 0.820
H: -0.697 2.684 -0.026
H: -0.155 1.220 -0.773

Values from the calculation:
calculated total energy = -9378.392 eV
energy relative to the best compared isomer or geometry (same formula, charge and spin) = 0.0 kcal per mole
SMILES = CC=[N+]=CCCC=[NH2+]
charge = +2
LUMO = -8.8248 eV
2S+1 = 1
HOMO energy = -20.338 eV
largest force on an atom = 0.96 eV Å⁻¹

(6)
Density functional theory data (ωB97M-V with the def2-TZVPD basis set) for an isolated ion of composition C6H12N2 and charge +2.

Positions of all 20 atoms, in Å:
C: 2.660 0.508 -0.351
C: 1.766 0.709 0.684
N: 0.542 0.077 0.748
C: 0.201 -1.240 0.050
C: -1.370 -1.313 -0.027
N: -1.958 -0.069 0.016
C: -1.731 1.176 -0.199
C: -3.177 0.789 -0.110
H: 2.158 0.462 -1.287
H: 3.438 1.304 -0.516
H: 3.248 -0.389 -0.144
H: 1.985 1.465 1.438
H: 0.087 0.346 1.694
H: 0.500 -2.090 0.735
H: 0.757 -1.548 -0.981
H: -1.632 -1.984 -0.890
H: -1.735 -1.826 0.886
H: -1.171 2.068 -0.141
H: -3.787 0.608 -0.935
H: -3.752 0.857 0.798

Values from the calculation:
calculated total energy = -9374.919 eV
energy relative to the best compared isomer or geometry (same formula, charge and spin) = 80.1 kcal per mole
SMILES = C/C=[NH+]\CC[N+]1=CC1
charge = +2
LUMO = -9.1404 eV
2S+1 = 1
HOMO energy = -19.990 eV
largest force on an atom = 4.89 eV Å⁻¹

(7)
Density functional theory data (ωB97M-V with the def2-TZVPD basis set) for a 2-piece molecular cluster, C6H12N2O overall.

Positions of all 21 atoms, in Å:
C: -0.686 0.279 -0.183
C: -1.548 0.385 1.060
C: -2.477 -0.762 0.780
C: 2.239 0.115 0.451
N: 1.134 1.031 0.313
C: -0.531 -1.071 -0.410
N: 1.513 2.087 -0.504
C: 0.129 -2.156 -0.720
O: -1.057 1.128 -1.206
H: -0.953 0.660 -2.045
H: 1.827 1.792 -1.436
H: 0.760 2.760 -0.595
H: -0.955 0.221 1.962
H: -2.012 1.375 1.116
H: -3.296 -0.600 0.090
H: -2.562 -1.578 1.485
H: 1.969 -0.676 1.151
H: 2.549 -0.337 -0.511
H: 3.123 0.613 0.878
H: 1.217 -2.180 -0.739
H: -0.382 -3.088 -0.939

Values from the calculation:
calculated total energy = -11437.367 eV
energy relative to the best compared isomer or geometry (same formula, charge and spin) = 168.4 kcal per mole
LUMO (spin up / spin down) = 0.1639 / 0.6184 eV
2S+1 = 1
HOMO energy (spin up / spin down) = -6.486 / -6.927 eV
largest force on an atom = 2.74 eV Å⁻¹

(8)
Density functional theory data (ωB97M-V with the def2-TZVPD basis set) for one molecule with the formula C6H12N2O.

Positions of all 21 atoms, in Å:
C: 0.284 1.928 -1.290
C: -0.134 1.033 -0.208
O: 0.800 0.991 1.098
C: 1.050 -0.342 1.457
C: -0.331 -1.096 0.901
N: -1.493 -0.359 1.580
C: -0.936 -1.592 -0.321
C: -0.239 -0.360 -0.706
N: 0.962 -0.705 -1.326
H: 0.520 2.999 -0.991
H: -0.408 1.844 -2.100
H: 1.197 1.512 -1.658
H: -1.016 1.259 0.220
H: 1.953 -0.753 1.127
H: 0.845 -0.504 2.573
H: -1.884 -1.219 2.136
H: -1.073 0.461 2.061
H: -2.075 -1.705 -0.097
H: -0.509 -2.379 -0.879
H: 1.795 -0.097 -1.310
H: 0.692 -0.918 -2.269

Values from the calculation:
calculated total energy = -11438.872 eV
energy relative to the best compared isomer or geometry (same formula, charge and spin) = 133.7 kcal per mole
SMILES = C[C@@H]1OC[C@@]2(N)C[C@@]12N
LUMO = 0.9893 eV
2S+1 = 1
HOMO energy = -7.448 eV
largest force on an atom = 5.11 eV Å⁻¹

(9)
Density functional theory data (ωB97M-V with the def2-TZVPD basis set) for one molecule with the formula C6H12N2O.

Positions of all 21 atoms, in Å:
C: 1.025 -2.637 -2.310
C: -0.260 -2.134 -1.462
C: -0.168 -0.610 -1.135
C: 0.350 -0.395 0.252
O: 0.218 -1.166 1.205
C: 1.020 1.068 0.556
N: 0.128 2.152 0.210
C: -0.889 2.452 0.927
N: -1.367 1.753 1.964
H: 1.064 -3.777 -2.281
H: 1.804 -2.112 -1.593
H: 0.979 -2.267 -3.342
H: -0.293 -2.619 -0.502
H: -1.203 -2.343 -2.000
H: 0.340 0.027 -1.912
H: -1.197 -0.284 -1.075
H: 1.312 0.972 1.623
H: 1.888 1.342 -0.136
H: -1.265 3.322 0.510
H: -0.963 0.894 2.349
H: -2.002 2.377 2.535

Values from the calculation:
calculated total energy = -11442.695 eV
energy relative to the best compared isomer or geometry (same formula, charge and spin) = 45.6 kcal per mole
SMILES = CCCC(=O)C/N=C\N
LUMO = 0.8314 eV
2S+1 = 1
HOMO energy = -8.719 eV
largest force on an atom = 3.98 eV Å⁻¹

(10)
Density functional theory data (ωB97M-V with the def2-TZVPD basis set) for one molecule with the formula C6H12N2O.

Positions of all 21 atoms, in Å:
C: 1.828 1.350 -1.122
C: 1.507 0.095 -0.811
C: 2.537 -0.964 -0.557
N: -0.039 -0.362 -0.742
C: -0.721 0.254 0.323
C: -0.300 -0.128 1.724
C: -2.369 -0.369 0.073
N: -3.317 0.578 -0.165
O: -2.670 -1.544 0.212
H: 2.859 1.654 -1.291
H: 1.077 2.126 -1.226
H: 2.580 -1.208 0.509
H: 2.300 -1.880 -1.108
H: 3.541 -0.650 -0.870
H: -0.087 -1.381 -0.660
H: -0.776 1.339 0.200
H: 0.609 0.402 2.023
H: -1.104 0.114 2.427
H: -0.122 -1.206 1.804
H: -3.054 1.502 -0.473
H: -4.280 0.279 -0.271

Values from the calculation:
calculated total energy = -11443.285 eV
energy relative to the best compared isomer or geometry (same formula, charge and spin) = 32.0 kcal per mole
SMILES = C=C(C)N[C@H](C)C(N)=O
LUMO = 0.9173 eV
2S+1 = 1
HOMO energy = -8.693 eV
largest force on an atom = 4.71 eV Å⁻¹

(11)
Density functional theory data (ωB97M-V with the def2-TZVPD basis set) for C6H12N2O as an isolated structure.

Positions of all 21 atoms, in Å:
C: 0.796 -0.862 1.847
C: 0.526 0.104 0.605
C: -0.441 1.221 0.795
C: -1.332 -0.535 -0.216
C: -0.770 -1.643 -1.070
C: 0.195 -0.664 -0.639
H: -0.394 -0.814 2.292
H: 1.163 -2.211 1.513
H: 1.372 -0.436 2.755
H: 1.838 2.033 0.824
H: 2.610 0.592 0.442
H: -0.986 1.118 1.815
H: 0.084 2.225 0.733
H: -1.406 1.340 -1.129
H: -1.461 -0.657 0.937
H: -0.559 -2.540 -0.544
H: -0.879 -1.349 -2.134
H: 1.058 0.793 -1.653
N: 1.681 1.035 0.372
N: -1.579 0.931 -0.298
O: 0.375 0.053 -1.787

Values from the calculation:
calculated total energy = -11435.959 eV
energy relative to the best compared isomer or geometry (same formula, charge and spin) = 200.9 kcal per mole
LUMO = 0.7150 eV
2S+1 = 1
HOMO energy = -7.441 eV
largest force on an atom = 5.76 eV Å⁻¹

(12)
Density functional theory data (ωB97M-V with the def2-TZVPD basis set) for C6H12N2O as an isolated structure.

Positions of all 21 atoms, in Å:
C: -1.235 0.193 -0.144
C: -0.039 1.325 -1.945
C: -0.798 -0.370 2.296
N: -0.549 0.088 -1.371
N: -0.255 -0.136 0.973
C: 0.451 -1.054 -1.251
C: 0.789 -0.942 0.434
C: 1.614 0.232 0.585
O: 1.513 -0.998 -1.940
H: -1.672 1.178 0.023
H: -2.024 -0.570 -0.048
H: -0.160 -1.984 -1.291
H: 1.007 -1.921 0.849
H: -0.844 1.854 -2.459
H: 0.731 1.054 -2.667
H: 0.407 2.011 -1.209
H: -0.003 -0.337 3.042
H: -1.539 0.393 2.540
H: -1.273 -1.358 2.343
H: 2.037 0.678 -0.311
H: 1.843 0.662 1.552

Values from the calculation:
calculated total energy = -11439.644 eV
energy relative to the best compared isomer or geometry (same formula, charge and spin) = 115.9 kcal per mole
LUMO (spin up / spin down) = -0.4752 / -0.4746 eV
2S+1 = 1
HOMO energy (spin up / spin down) = -7.636 / -7.637 eV
largest force on an atom = 1.11 eV Å⁻¹

Q: The highest largest force on an atom belongs to which entry?
A: number 11